No. 1
{
  "formula": "C3H5N3O",
  "method": "the ωB97M-V functional and the def2-TZVPD basis",
  "e_above_lowest_kcal_mol": 121.41,
  "gap_ev": 8.814,
  "total_charge": 0,
  "total_energy_ha": -356.66390,
  "elements": ["N", "C", "C", "O", "N", "C", "N", "H", "H", "H", "H", "H"],
  "positions_angstrom": [[-0.145, 1.661, -0.571], [0.317, 0.500, -0.164], [1.571, -0.169, 0.092], [1.400, -1.474, 0.341], [0.018, -1.783, 0.341], [-0.587, -0.664, 0.105], [-1.910, -0.441, 0.059], [0.770, 0.728, 1.005], [0.629, 2.301, -0.752], [2.609, 0.122, -0.020], [-2.137, 0.442, -0.383], [-2.535, -1.222, -0.054]],
  "forces_ev_per_angstrom": [[0.08, -0.02, -0.49], [-0.23, -0.07, -0.56], [-0.18, 0.41, 0.39], [0.14, 0.41, 0.20], [-0.33, 0.49, -0.03], [-0.14, -0.02, -0.05], [-0.16, -0.08, -0.12], [1.49, -1.47, 0.61], [-0.27, -0.01, -0.11], [-0.30, 0.32, 0.11], [-0.10, -0.05, 0.03], [0.01, 0.09, 0.00]]
}

No. 2
{
  "formula": "C4H10N2O",
  "method": "the ωB97M-V functional and the def2-TZVPD basis",
  "e_above_lowest_kcal_mol": 131.75,
  "gap_ev": 8.713,
  "total_charge": 0,
  "total_energy_ha": -342.99151,
  "elements": ["C", "N", "O", "H", "H", "H", "H", "H", "C", "C", "C", "N", "H", "H", "H", "H", "H"],
  "positions_angstrom": [[2.128, -0.915, -0.128], [0.759, -0.483, 0.170], [0.732, -0.155, 1.566], [-0.215, -0.151, 1.800], [-0.369, -1.030, -0.224], [2.158, -1.245, -1.165], [2.828, -0.091, 0.024], [2.382, -1.737, 0.537], [-2.224, 0.398, 0.127], [-1.215, 0.063, -0.854], [0.170, 0.644, -0.694], [-2.139, 1.061, 1.233], [-1.246, 1.555, 1.313], [-3.186, -0.092, -0.043], [-1.569, -0.081, -1.870], [0.283, 1.590, -0.161], [0.725, 0.667, -1.631]],
  "forces_ev_per_angstrom": [[-0.15, 0.14, 0.13], [0.39, 0.36, 0.34], [-0.05, -0.06, -0.39], [0.15, -0.02, -0.12], [-0.73, 0.44, -0.52], [-0.01, 0.01, 0.03], [-0.01, -0.02, -0.01], [-0.02, 0.01, -0.05], [-0.02, -0.07, 0.53], [0.43, -0.27, 0.11], [0.07, -0.43, 0.36], [-0.03, 0.00, -0.36], [-0.01, -0.07, -0.08], [-0.02, 0.04, -0.02], [-0.04, -0.05, 0.04], [0.04, -0.05, -0.04], [0.00, 0.04, 0.04]]
}

No. 3
{
  "formula": "C4H4BrNS2",
  "method": "the ωB97M-V functional and the def2-TZVPD basis",
  "gap_ev": 8.039,
  "total_charge": 0,
  "total_energy_ha": -3579.88140,
  "elements": ["C", "S", "C", "S", "C", "N", "C", "Br", "H", "H", "H", "H"],
  "positions_angstrom": [[-2.161, -0.540, -0.680], [-0.711, -1.657, -0.855], [0.468, -0.567, -0.183], [1.983, -1.160, 0.331], [2.600, 0.386, 0.852], [1.673, 1.283, 0.930], [0.510, 0.956, 0.452], [-0.865, 2.154, 0.226], [-2.847, -0.902, -1.449], [-1.816, 0.475, -0.908], [-2.489, -0.772, 0.239], [3.655, 0.343, 1.045]],
  "forces_ev_per_angstrom": [[1.62, -0.62, -4.01], [0.12, 0.97, -0.07], [1.09, 4.04, 3.14], [0.07, 0.42, -0.88], [-0.80, -2.40, -0.19], [0.92, 1.40, 0.01], [-0.63, -5.59, -2.69], [-0.08, 1.46, 0.46], [-0.12, 0.19, 0.17], [-0.73, -0.84, 0.23], [-1.53, 0.09, 3.29], [0.08, 0.88, 0.53]]
}

No. 4
{
  "formula": "C4H7NO3S2",
  "method": "the ωB97M-V functional and the def2-TZVPD basis",
  "e_above_lowest_kcal_mol": 63.49,
  "gap_ev": 8.853,
  "total_charge": 0,
  "total_energy_ha": -1233.34879,
  "elements": ["C", "C", "C", "O", "N", "S", "S", "C", "O", "O", "H", "H", "H", "H", "H", "H", "H"],
  "positions_angstrom": [[-2.456, -1.654, 0.664], [-2.343, -0.477, 0.057], [-1.039, 0.283, 0.053], [-1.047, 1.471, 0.140], [0.126, -0.418, 0.111], [0.230, -2.140, 0.010], [1.960, 0.364, -0.016], [1.652, 2.003, -0.568], [2.354, 0.286, 1.359], [2.737, -0.475, -0.886], [-3.409, -2.189, 0.604], [-1.693, -2.297, 1.081], [-3.260, 0.039, -0.345], [1.468, -1.907, -0.443], [2.171, 2.237, -1.535], [0.485, 2.198, -0.512], [2.065, 2.677, 0.226]],
  "forces_ev_per_angstrom": [[-1.37, -0.76, -0.79], [-0.12, -0.05, 0.17], [-0.37, -2.23, 0.42], [-0.41, 3.18, -0.13], [1.77, 0.24, -0.75], [1.00, 0.38, -0.43], [-1.40, -1.55, 2.12], [-0.98, 1.82, -0.06], [-0.30, 0.85, -0.30], [-0.89, 0.65, -0.82], [0.05, 0.44, 0.27], [0.03, 0.62, 0.31], [1.34, -0.45, 0.38], [0.27, -1.04, -0.27], [-0.70, -0.59, 0.83], [2.22, -0.71, -0.41], [-0.14, -0.81, -0.55]]
}

No. 5
{
  "formula": "C12H15BCl2HfN6O2",
  "method": "the ωB97M-V functional and the def2-TZVPD basis",
  "gap_ev": [2.045, 2.034],
  "total_charge": 4,
  "total_energy_ha": -1936.84585,
  "elements": ["C", "N", "N", "C", "C", "B", "N", "N", "C", "C", "C", "Hf", "N", "N", "C", "C", "C", "H", "H", "H", "H", "H", "H", "H", "H", "H", "H", "H", "C", "H", "H", "H", "Cl", "C", "Cl", "C", "O", "O", "H"],
  "positions_angstrom": [[3.006, -0.055, 0.257], [1.717, -0.086, -0.213], [1.799, -0.069, -1.611], [3.083, -0.115, -1.976], [3.877, -0.121, -0.827], [0.521, 0.063, -2.479], [-0.440, -1.107, -2.094], [-0.896, -1.296, -0.784], [-1.838, -2.284, -0.823], [-1.921, -2.769, -2.130], [-1.039, -1.995, -2.896], [-0.152, -0.020, 0.772], [-0.174, 1.413, -2.082], [-0.556, 1.610, -0.764], [-1.122, 2.849, -0.700], [-1.125, 3.414, -1.974], [-0.517, 2.485, -2.813], [-1.499, 3.253, 0.230], [-0.326, 2.532, -3.869], [-1.527, 4.366, -2.255], [0.785, 0.075, -3.658], [-0.812, -1.991, -3.947], [3.343, -0.119, -3.019], [-2.565, -3.548, -2.487], [4.949, -0.147, -0.797], [-2.389, -2.541, 0.077], [3.206, 0.023, 1.321], [-2.774, -0.749, 2.049], [-2.293, -1.551, 2.632], [-2.834, -2.490, 2.443], [-1.215, -1.693, 2.395], [-2.381, -1.313, 3.699], [-0.202, -0.487, 5.559], [0.702, 0.760, 4.659], [2.476, 0.634, 4.811], [0.359, 0.539, 3.203], [-0.387, 1.321, 2.488], [0.791, -0.541, 2.635], [0.370, 1.752, 4.972]],
  "forces_ev_per_angstrom": [[-1.84, -0.19, -0.03], [1.79, 0.48, 0.91], [0.64, -0.13, -0.78], [-1.50, 0.09, -0.18], [0.57, 0.13, 0.13], [0.10, 0.05, -0.73], [-0.14, -0.32, -1.02], [-1.63, -1.14, 0.29], [1.23, 1.30, 0.39], [-0.31, -0.13, -0.24], [0.69, 0.96, 0.57], [-0.10, 0.56, 2.67], [0.04, 0.43, -1.72], [-1.08, 1.90, 1.69], [0.73, -2.23, 1.09], [-0.32, 0.77, -0.08], [0.91, -2.04, 0.04], [-0.02, 0.05, 0.03], [0.07, 0.03, -0.30], [-0.16, 0.44, -0.12], [-0.14, -0.14, 0.59], [-0.06, -0.22, -0.28], [0.23, -0.04, -0.21], [-0.21, -0.35, -0.14], [0.37, -0.02, 0.05], [0.09, -0.24, -0.21], [0.08, -0.20, -0.11], [-0.06, 0.03, 0.09], [-0.19, 0.04, -0.34], [0.30, 0.25, -0.05], [-0.14, -0.25, 0.13], [0.19, 0.09, -0.31], [0.38, 0.57, -0.32], [0.21, -0.14, 0.16], [-0.78, 0.13, 0.00], [-0.26, -0.26, 0.00], [0.60, -1.03, -0.34], [-0.36, 0.79, -1.47], [0.06, -0.04, 0.14]]
}

No. 6
{
  "formula": "C3H5Cl",
  "method": "the ωB97M-V functional and the def2-TZVPD basis",
  "e_above_lowest_kcal_mol": 106.64,
  "gap_ev": [8.521, 9.146],
  "total_charge": 0,
  "total_energy_ha": -577.30325,
  "elements": ["C", "C", "C", "Cl", "H", "H", "H", "H", "H"],
  "positions_angstrom": [[-0.855, -0.760, -0.020], [-1.876, 0.044, -0.082], [0.582, -0.342, -0.032], [-3.515, -0.015, -0.096], [-1.038, -1.833, 0.041], [-1.202, 2.321, -0.106], [1.232, -1.210, 0.021], [0.803, 0.214, -0.940], [0.792, 0.313, 0.811]],
  "forces_ev_per_angstrom": [[0.05, -0.49, 0.01], [0.92, 1.64, 0.00], [0.04, 0.25, -0.01], [-0.75, -0.22, 0.00], [-0.22, 0.00, -0.01], [-0.29, -1.17, 0.00], [0.08, -0.01, 0.00], [0.09, 0.00, -0.05], [0.09, 0.01, 0.06]]
}

No. 7
{
  "formula": "C2H14O6",
  "method": "the ωB97M-V functional and the def2-TZVPD basis",
  "e_above_lowest_kcal_mol": 15.07,
  "gap_ev": 9.662,
  "total_charge": 0,
  "total_energy_ha": -536.00167,
  "elements": ["C", "C", "O", "H", "H", "H", "H", "O", "H", "H", "O", "H", "H", "O", "H", "H", "O", "H", "H", "O", "H", "H"],
  "positions_angstrom": [[0.741, 0.870, 0.341], [1.588, 1.982, -0.251], [2.186, 1.800, -1.283], [0.010, 0.453, -0.364], [0.166, 1.383, 1.121], [1.504, 0.135, 0.650], [1.634, 2.848, 0.383], [-2.244, 2.539, 0.018], [-2.033, 1.729, -0.458], [-2.117, 2.330, 0.950], [0.405, -2.339, -1.407], [1.258, -2.787, -1.376], [0.004, -2.657, -2.227], [-2.155, -0.429, 2.380], [-1.526, -1.143, 2.611], [-1.963, -0.517, 1.435], [0.601, -1.776, 2.020], [0.488, -2.224, 2.866], [0.409, -2.443, 1.346], [-0.006, 0.174, -3.036], [0.802, 0.639, -3.273], [0.248, -0.567, -2.447]],
  "forces_ev_per_angstrom": [[0.00, 1.15, -0.06], [-0.65, -2.31, -1.00], [0.26, 0.89, 0.11], [0.61, -0.02, -0.07], [0.25, -0.88, 0.50], [-0.86, 0.05, 0.36], [0.45, 1.17, 0.09], [0.07, 0.02, 0.07], [-0.01, 0.05, -0.03], [-0.08, -0.07, -0.04], [-0.01, -0.12, -0.13], [0.04, 0.11, -0.01], [-0.07, -0.06, 0.13], [0.88, -1.06, -0.60], [-0.33, 0.58, 0.69], [-0.55, 0.65, -0.17], [-0.24, -0.26, 0.03], [0.18, -0.07, -0.08], [0.04, 0.12, 0.08], [-0.22, -0.62, 0.25], [0.09, -0.07, 0.27], [0.15, 0.74, -0.38]]
}

No. 8
{
  "formula": "C20H36BClN4O7P",
  "method": "the ωB97M-V functional and the def2-TZVPD basis",
  "gap_ev": 7.857,
  "total_charge": 1,
  "total_energy_ha": -2355.24315,
  "elements": ["C", "C", "O", "B", "O", "C", "C", "P", "O", "O", "O", "N", "C", "C", "C", "Cl", "C", "N", "C", "C", "O", "C", "C", "O", "H", "H", "H", "H", "H", "H", "H", "H", "H", "H", "H", "H", "H", "H", "H", "H", "H", "H", "H", "H", "H", "H", "C", "C", "C", "C", "N", "H", "H", "H", "H", "H", "H", "H", "C", "C", "C", "C", "N", "H", "H", "H", "H", "H", "H", "H"],
  "positions_angstrom": [[2.433, 3.713, 3.202], [0.846, 4.172, 3.405], [0.050, 2.937, 3.459], [-0.959, 2.869, 2.383], [-0.699, 3.307, 0.966], [-2.463, 2.244, 2.666], [-3.920, 2.954, 2.260], [-4.270, 4.626, 1.383], [-4.649, 4.449, -0.166], [-2.876, 5.728, 1.413], [-5.575, 5.550, 2.156], [-5.021, 2.031, 2.756], [-6.529, 2.141, 2.725], [-7.248, 1.443, 1.423], [-8.783, 1.010, 1.914], [-7.465, 2.719, 0.085], [-4.292, 0.860, 3.407], [-2.767, 0.943, 3.376], [-1.887, -0.112, 4.008], [-0.681, -0.678, 3.053], [-0.884, -0.483, 1.609], [0.505, -0.573, 1.048], [1.169, 0.534, 0.034], [1.317, -1.603, 1.416], [2.654, 2.847, 3.985], [3.110, 4.664, 3.428], [2.604, 3.349, 2.103], [0.700, 4.706, 4.462], [0.508, 4.949, 2.597], [-0.734, 4.315, 0.912], [-2.705, 6.014, 0.459], [-5.771, 5.174, 3.065], [-6.891, 3.264, 2.908], [-6.924, 1.545, 3.680], [-6.641, 0.521, 0.993], [-9.467, 0.658, 1.028], [-8.691, 0.086, 2.657], [-9.348, 1.886, 2.462], [-4.815, -0.073, 3.919], [-1.547, 0.281, 5.060], [-2.599, -1.044, 4.229], [-0.441, -1.812, 3.337], [0.293, -0.058, 3.338], [0.486, 0.740, -0.897], [2.186, 0.086, -0.401], [1.493, 1.543, 0.581], [4.363, -3.245, -1.495], [2.945, -3.009, -2.005], [2.907, -2.547, -3.463], [3.657, -1.233, -3.605], [4.279, -0.142, -3.722], [4.956, -2.325, -1.508], [4.340, -3.601, -0.460], [4.879, -3.997, -2.103], [2.457, -2.264, -1.365], [2.374, -3.939, -1.909], [1.870, -2.406, -3.785], [3.366, -3.297, -4.117], [7.030, -6.252, -6.664], [6.391, -4.894, -6.938], [5.933, -4.184, -5.663], [4.893, -5.031, -4.949], [4.029, -5.734, -4.356], [6.321, -6.946, -6.201], [7.367, -6.709, -7.599], [7.897, -6.151, -6.001], [5.538, -5.034, -7.614], [7.116, -4.260, -7.461], [5.495, -3.211, -5.912], [6.781, -4.013, -4.992]],
  "forces_ev_per_angstrom": [[-0.79, 0.73, 0.49], [2.08, 0.72, 0.95], [-3.28, 0.94, -3.25], [2.15, 0.72, -0.80], [-1.07, 0.97, 3.83], [-4.56, -0.62, 0.39], [2.43, -3.55, 2.58], [-1.53, 2.82, -6.21], [1.58, 0.24, 6.43], [-2.20, -2.30, -0.27], [3.00, -3.25, 0.36], [6.19, -2.05, 1.46], [-1.60, -0.53, 0.93], [-1.23, 0.05, 0.66], [0.21, -0.68, 0.26], [0.48, -1.23, 1.17], [1.48, 1.83, -1.07], [-5.86, 3.99, -2.22], [-0.72, -1.76, 0.27], [1.76, 0.34, 1.71], [3.41, 0.19, 0.32], [4.60, -4.94, 1.27], [0.28, -0.17, -0.46], [-5.86, 6.72, -2.06], [-0.40, 1.94, -1.79], [-1.36, -2.21, -0.53], [-0.30, 0.66, 2.18], [0.39, -1.27, -2.32], [0.56, -1.70, 1.35], [0.19, -1.92, 0.00], [-0.79, -0.79, 1.49], [0.39, 0.81, -1.26], [1.02, -2.52, -0.81], [1.05, 1.22, -2.06], [-1.24, 2.11, 0.99], [1.65, 0.82, 1.58], [-0.17, 1.99, -1.47], [1.38, -1.63, -1.13], [1.06, 2.37, -1.37], [-0.24, -0.68, -2.30], [1.34, 2.23, -0.53], [-0.81, 2.55, -0.73], [-2.08, -1.35, -0.40], [1.10, -0.18, 2.09], [-2.43, 0.64, 1.26], [-1.22, -2.26, -1.02], [0.11, -0.06, 0.10], [0.17, -0.12, 0.34], [0.48, 1.02, 0.09], [4.07, 7.32, -1.07], [-4.91, -8.61, 1.00], [-0.08, -0.07, -0.06], [0.01, 0.01, -0.16], [-0.09, 0.10, 0.10], [-0.03, -0.10, -0.13], [0.01, 0.16, -0.16], [0.22, 0.15, -0.09], [-0.07, 0.25, 0.13], [0.07, -0.11, -0.04], [0.10, -0.33, -0.30], [-0.78, -0.69, 0.28], [-5.71, -4.60, 4.13], [6.81, 5.55, -4.71], [0.08, 0.12, 0.00], [-0.01, 0.08, 0.16], [-0.11, -0.05, -0.09], [0.10, 0.15, 0.14], [-0.17, 0.05, 0.14], [-0.08, -0.14, 0.21], [-0.22, -0.10, 0.05]]
}